{"formula": "C96H185F27N15O21", "method": "ωB97M-V with the def2-TZVPD basis set", "lumo_ev": -2.87, "charge": 1, "energy_ha": -8865.8654, "symbols": ["C", "C", "C", "O", "C", "N", "H", "H", "H", "H", "H", "H", "H", "H", "H", "H", "H", "H", "C", "C", "C", "O", "C", "N", "H", "H", "H", "H", "H", "H", "H", "H", "H", "H", "H", "H", "C", "C", "C", "O", "C", "N", "H", "H", "H", "H", "H", "H", "H", "H", "H", "H", "H", "H", "C", "C", "N", "C", "C", "N", "C", "C", "H", "H", "H", "H", "H", "H", "H", "H", "H", "H", "H", "C", "C", "N", "C", "C", "N", "C", "C", "H", "H", "H", "H", "H", "H", "H", "H", "H", "H", "H", "C", "C", "N", "C", "C", "N", "C", "C", "H", "H", "H", "H", "H", "H", "H", "H", "H", "H", "H", "C", "C", "N", "C", "C", "N", "C", "C", "H", "H", "H", "H", "H", "H", "H", "H", "H", "H", "H", "C", "C", "N", "C", "C", "N", "C", "C", "H", "H", "H", "H", "H", "H", "H", "H", "H", "H", "H", "C", "C", "C", "N", "C", "C", "C", "C", "C", "C", "H", "H", "H", "H", "H", "H", "H", "H", "H", "H", "H", "H", "H", "H", "H", "H", "H", "H", "H", "H", "C", "C", "C", "N", "C", "C", "C", "C", "C", "C", "H", "H", "H", "H", "H", "H", "H", "H", "H", "H", "H", "H", "H", "H", "H", "H", "H", "H", "H", "H", "C", "O", "O", "C", "F", "F", "F", "C", "C", "H", "H", "H", "H", "H", "H", "C", "O", "O", "C", "F", "F", "F", "C", "C", "H", "H", "H", "H", "H", "H", "C", "O", "O", "C", "F", "F", "F", "C", "C", "H", "H", "H", "H", "H", "H", "C", "O", "O", "C", "F", "F", "F", "C", "C", "H", "H", "H", "H", "H", "H", "C", "O", "O", "C", "F", "F", "F", "C", "C", "H", "H", "H", "H", "H", "H", "C", "O", "O", "C", "F", "F", "F", "C", "C", "H", "H", "H", "H", "H", "H", "C", "O", "O", "C", "F", "F", "F", "C", "C", "H", "H", "H", "H", "H", "H", "C", "O", "O", "C", "F", "F", "F", "C", "C", "H", "H", "H", "H", "H", "H", "C", "O", "O", "C", "F", "F", "F", "C", "C", "H", "H", "H", "H", "H", "H"], "positions_angstrom": [[-2.276, -5.250, 7.250], [-1.813, -3.803, 7.052], [-0.950, -3.634, 5.772], [-1.889, -3.559, 4.580], [-1.187, -3.433, 3.315], [-3.122, -2.974, 6.742], [-4.018, -3.414, 7.023], [-3.126, -2.028, 7.044], [-3.144, -3.016, 5.657], [-1.359, -5.862, 7.414], [-2.755, -5.643, 6.310], [-2.900, -5.315, 8.145], [-1.383, -3.428, 7.977], [-0.214, -4.423, 5.726], [-0.342, -2.780, 5.966], [-0.599, -2.503, 3.385], [-2.044, -3.427, 2.613], [-0.512, -4.262, 3.115], [4.825, 5.358, 0.925], [4.128, 4.485, 1.928], [3.366, 5.385, 2.896], [2.474, 6.126, 2.210], [1.870, 7.151, 2.959], [3.181, 3.575, 1.278], [2.375, 4.106, 1.026], [3.625, 2.797, -0.515], [2.943, 2.732, 1.797], [5.520, 4.869, 0.261], [5.472, 6.037, 1.550], [4.117, 5.959, 0.374], [4.900, 3.829, 2.359], [4.004, 6.023, 3.453], [2.747, 4.805, 3.633], [1.200, 7.751, 2.345], [2.680, 7.787, 3.346], [1.369, 6.723, 3.847], [-6.425, -3.667, 1.982], [-6.852, -2.854, 3.244], [-5.704, -2.088, 3.914], [-6.298, -1.311, 4.962], [-6.095, 0.064, 4.741], [-7.776, -1.837, 2.751], [-8.645, -2.231, 2.343], [-7.990, -1.166, 3.540], [-7.352, -1.308, 1.941], [-7.272, -4.231, 1.582], [-5.590, -4.329, 2.307], [-6.022, -2.976, 1.233], [-7.425, -3.477, 3.954], [-5.299, -1.492, 3.098], [-4.946, -2.748, 4.353], [-6.560, 0.359, 3.852], [-5.013, 0.283, 4.711], [-6.463, 0.506, 5.682], [-2.041, -6.441, -1.067], [-2.347, -7.512, -2.145], [-1.413, -7.531, -3.302], [-0.234, -6.783, -3.507], [0.309, -7.228, -4.660], [-0.425, -8.343, -5.045], [-1.494, -8.454, -4.250], [-0.143, -9.356, -5.995], [-1.930, -5.479, -1.574], [-1.080, -6.672, -0.544], [-2.863, -6.211, -0.426], [-3.330, -7.311, -2.642], [-2.175, -8.527, -1.846], [0.144, -6.093, -2.767], [1.045, -6.835, -5.326], [-2.150, -9.292, -4.198], [-0.709, -9.191, -6.918], [-0.310, -10.288, -5.532], [0.956, -9.296, -6.195], [-2.127, 2.998, -3.237], [-0.583, 2.892, -3.297], [-0.053, 2.056, -2.270], [0.565, 0.872, -2.654], [1.093, 0.313, -1.591], [0.757, 1.090, -0.477], [0.152, 2.183, -0.915], [1.132, 0.898, 0.931], [-2.482, 2.027, -3.622], [-2.662, 3.686, -3.936], [-2.413, 3.214, -2.268], [-0.221, 3.913, -3.071], [-0.196, 2.586, -4.303], [0.600, 0.547, -3.661], [1.545, -0.628, -1.507], [-0.160, 3.081, -0.395], [0.726, -0.081, 1.248], [0.727, 1.770, 1.469], [2.185, 0.883, 1.073], [6.824, -3.650, 6.306], [7.092, -5.118, 6.114], [6.260, -5.745, 5.079], [6.743, -6.745, 4.326], [5.729, -7.210, 3.559], [4.628, -6.430, 3.849], [4.982, -5.479, 4.726], [3.327, -6.651, 3.109], [5.848, -3.459, 6.631], [6.977, -2.998, 5.426], [7.611, -3.304, 7.015], [6.868, -5.730, 7.015], [8.165, -5.195, 5.818], [7.763, -7.033, 4.397], [5.642, -8.056, 2.892], [4.413, -4.639, 4.941], [2.644, -7.059, 3.816], [3.607, -7.298, 2.317], [2.920, -5.658, 2.808], [1.621, 6.970, -1.148], [0.395, 6.727, -0.338], [-0.776, 6.453, -1.213], [-1.782, 5.585, -0.938], [-2.688, 5.740, -1.932], [-2.274, 6.848, -2.692], [-1.094, 7.233, -2.264], [-2.844, 7.376, -3.952], [2.250, 6.103, -1.164], [2.220, 7.800, -0.692], [1.336, 7.257, -2.141], [0.084, 7.543, 0.284], [0.465, 5.922, 0.411], [-1.725, 4.806, -0.167], [-3.489, 5.189, -2.270], [-0.525, 8.148, -2.671], [-3.793, 6.960, -4.112], [-2.193, 7.023, -4.755], [-2.763, 8.437, -3.829], [1.605, 1.655, 7.487], [1.045, 2.862, 6.852], [-0.325, 3.166, 7.282], [-0.952, 2.603, 8.402], [-2.174, 3.162, 8.458], [-2.265, 4.079, 7.414], [-1.156, 4.012, 6.729], [-3.228, 5.124, 7.234], [2.478, 1.418, 6.897], [0.948, 0.810, 7.481], [1.966, 1.864, 8.496], [1.033, 2.778, 5.803], [1.599, 3.767, 7.115], [-0.458, 1.784, 8.980], [-2.984, 2.996, 9.143], [-0.927, 4.531, 5.769], [-3.651, 5.271, 8.192], [-3.960, 4.902, 6.451], [-2.732, 6.098, 7.057], [7.640, -1.764, 2.833], [7.608, -0.522, 1.904], [6.371, -0.621, 1.061], [6.277, 0.441, -0.028], [7.511, 0.848, -0.725], [7.960, -0.365, -1.543], [6.873, -0.999, -2.464], [5.619, -1.222, -1.669], [5.177, -0.053, -0.907], [5.873, 1.621, 0.699], [7.693, -2.715, 2.294], [6.695, -1.600, 3.357], [8.481, -1.807, 3.532], [8.537, -0.484, 1.269], [7.549, 0.302, 2.655], [5.479, -0.502, 1.683], [6.420, -1.550, 0.531], [8.266, 1.135, -0.031], [7.229, 1.711, -1.361], [8.294, -1.116, -0.833], [8.836, -0.082, -2.117], [7.307, -1.949, -2.728], [6.619, -0.334, -3.299], [5.698, -2.060, -0.951], [4.705, -1.382, -2.298], [4.307, -0.380, -0.276], [4.879, 0.774, -1.524], [5.752, 2.525, 0.100], [6.509, 1.856, 1.555], [4.998, 1.282, 1.200], [-1.626, -2.132, -3.443], [-3.003, -1.322, -3.331], [-3.304, -0.700, -4.662], [-4.791, -0.342, -4.900], [-4.794, 0.602, -6.076], [-4.490, -0.106, -7.389], [-5.408, -1.284, -7.637], [-5.255, -2.258, -6.540], [-5.564, -1.533, -5.234], [-5.328, 0.233, -3.623], [-1.601, -2.810, -2.585], [-0.825, -1.410, -3.211], [-1.366, -2.554, -4.398], [-2.954, -0.581, -2.550], [-3.783, -2.060, -3.087], [-3.114, -1.365, -5.506], [-2.742, 0.144, -4.936], [-4.112, 1.457, -5.896], [-5.749, 1.196, -6.198], [-3.469, -0.481, -7.355], [-4.598, 0.656, -8.136], [-5.214, -1.838, -8.547], [-6.433, -0.950, -7.799], [-4.290, -2.769, -6.523], [-6.025, -3.017, -6.602], [-5.484, -2.192, -4.371], [-6.583, -1.243, -5.377], [-4.687, 1.057, -3.398], [-5.516, -0.495, -2.816], [-6.262, 0.742, -3.932], [-4.955, 3.892, -4.824], [-4.397, 3.811, -6.153], [-4.519, 4.775, -3.929], [-6.425, 4.021, -5.028], [-6.996, 3.451, -3.920], [-6.825, 5.307, -5.089], [-6.992, 3.376, -6.184], [-4.763, 4.861, -7.093], [-3.479, 5.343, -7.727], [-3.629, 6.374, -8.035], [-2.737, 5.455, -6.932], [-3.079, 4.681, -8.503], [-5.336, 5.655, -6.576], [-5.474, 4.413, -7.825], [-4.736, 2.847, -4.369], [3.755, 3.499, -2.451], [2.759, 3.182, -3.361], [3.635, 2.522, -1.435], [5.157, 3.476, -3.095], [5.213, 2.495, -3.934], [5.340, 4.622, -3.694], [6.125, 3.358, -2.130], [2.536, 4.005, -4.533], [2.205, 3.067, -5.653], [2.600, 3.384, -6.620], [2.582, 2.058, -5.356], [1.154, 3.047, -5.899], [3.400, 4.609, -4.729], [1.680, 4.640, -4.346], [3.489, 4.525, -2.136], [-4.595, -0.147, 0.717], [-4.689, 0.721, -0.395], [-5.565, -1.062, 0.795], [-3.110, -0.916, 0.783], [-2.978, -1.368, 2.014], [-2.911, -1.838, -0.148], [-2.033, -0.037, 0.603], [-4.378, 2.130, -0.154], [-5.263, 3.058, -1.036], [-5.045, 2.927, -2.089], [-6.304, 2.690, -0.910], [-5.052, 4.072, -0.667], [-3.304, 2.327, -0.388], [-4.538, 2.476, 0.892], [-4.564, 0.502, 1.703], [-0.426, -6.750, 4.526], [-0.822, -7.833, 5.453], [0.750, -6.196, 4.803], [-0.574, -7.546, 3.153], [-1.544, -8.494, 3.108], [-0.781, -6.640, 2.177], [0.554, -8.191, 2.912], [0.285, -8.433, 6.047], [-0.089, -8.791, 7.467], [-0.252, -7.878, 8.072], [-1.020, -9.368, 7.567], [0.727, -9.358, 7.924], [1.122, -7.688, 6.013], [0.433, -9.330, 5.462], [-1.258, -5.948, 4.451], [3.702, 0.679, 4.302], [4.806, 0.922, 5.269], [3.900, 1.067, 3.090], [3.585, -0.830, 4.346], [2.483, -1.249, 3.727], [4.627, -1.346, 3.721], [3.586, -1.376, 5.561], [5.278, 2.208, 5.126], [6.730, 2.187, 5.662], [6.746, 1.886, 6.700], [7.207, 1.421, 5.025], [7.232, 3.148, 5.549], [4.771, 3.093, 5.548], [5.319, 2.458, 4.048], [2.702, 0.966, 4.813], [-0.776, 4.239, 2.662], [-0.860, 3.219, 3.810], [-0.728, 3.727, 1.452], [-2.060, 5.217, 2.954], [-3.202, 4.482, 2.781], [-2.270, 5.852, 4.148], [-2.230, 6.278, 2.155], [-1.495, 2.017, 3.392], [-2.809, 1.657, 4.077], [-3.041, 0.608, 3.939], [-2.793, 1.725, 5.188], [-3.791, 2.123, 3.766], [-0.823, 1.138, 3.621], [-1.615, 2.113, 2.331], [0.083, 4.867, 2.850], [-1.598, -4.887, -6.198], [-2.953, -4.323, -5.963], [-1.496, -6.155, -6.415], [-1.090, -3.905, -7.242], [-1.021, -2.569, -6.799], [0.170, -4.098, -7.651], [-1.952, -3.918, -8.222], [-3.448, -4.710, -4.685], [-4.381, -5.867, -4.755], [-3.944, -6.764, -5.143], [-4.864, -6.133, -3.827], [-5.233, -5.685, -5.438], [-3.881, -3.795, -4.289], [-2.557, -4.955, -4.079], [-0.988, -4.510, -5.254], [1.645, -3.828, -0.550], [2.041, -3.011, -1.709], [1.513, -5.139, -0.738], [2.623, -3.443, 0.486], [2.373, -3.778, 1.710], [3.828, -4.003, 0.246], [2.855, -2.104, 0.528], [1.833, -3.525, -3.009], [2.824, -4.523, -3.443], [2.755, -5.486, -2.982], [2.718, -4.746, -4.539], [3.812, -4.116, -3.260], [1.957, -2.695, -3.678], [0.814, -3.897, -3.261], [0.649, -3.402, -0.129], [0.617, 9.261, -4.688], [0.354, 7.822, -5.029], [0.080, 9.534, -3.555], [2.169, 9.394, -4.568], [2.469, 10.467, -3.861], [2.622, 8.382, -3.856], [2.842, 9.425, -5.730], [0.610, 7.512, -6.428], [0.160, 6.108, -6.486], [0.386, 5.648, -5.524], [-0.927, 6.023, -6.666], [0.494, 5.437, -7.245], [1.675, 7.668, -6.630], [-0.049, 8.212, -6.971], [0.213, 9.861, -5.587]]}